#1
C3H3NOS2 | ωB97M-V/def2-TZVPD

**LUMO level**: -1.182 eV
**Net charge**: 0
**E_HOMO**: -8.960 eV
**Gap between HOMO and LUMO**: 7.78 eV

XYZ file:
```
10
C3H3NOS2 | the OMol25 dataset | ωB97M-V/def2-TZVPD
C -0.392 -0.674 -0.133
C 0.919 -0.605 0.172
C -1.070 0.621 0.007
N -0.240 1.591 0.420
O 2.023 1.439 -0.871
S -2.635 1.120 -0.151
S 1.434 1.123 0.404
H -0.893 -1.604 -0.218
H 1.679 -1.208 0.086
H -0.616 2.454 0.576
```

#2
C3H3NOS2 | ωB97M-V/def2-TZVPD

**Structure (SMILES)**: O=CN(C=S)C=S
**LUMO level**: -1.310 eV
**Net charge**: 0
**E_HOMO**: -9.431 eV
**Gap between HOMO and LUMO**: 8.12 eV

XYZ file:
```
10
C3H3NOS2 | the OMol25 dataset | ωB97M-V/def2-TZVPD
O 0.393 2.275 -0.410
C -0.019 1.330 0.297
N 0.027 -0.012 -0.063
C 1.240 -0.732 -0.163
S 2.779 -0.132 0.067
C -1.166 -0.684 -0.156
S -2.688 -0.031 0.022
H -0.571 1.538 1.274
H 1.052 -1.801 -0.437
H -1.047 -1.752 -0.431
```

Most stable one: #2, least stable one: #1.

#1
C12H17N2 | ωB97M-V/def2-TZVPD

**Structure (SMILES)**: CC1=C[C@](C)([n+]2cc(C)[nH]c2C)C=C1
**LUMO level**: -2.498 eV
**Net charge**: +1
**E_HOMO**: -12.049 eV
**Gap between HOMO and LUMO**: 9.55 eV

XYZ file:
```
31
C12H17N2 | the OMol25 dataset | ωB97M-V/def2-TZVPD
C 2.211 -2.324 -2.688
C 1.745 -1.522 -1.548
C 0.545 -1.505 -1.010
C 0.516 -0.663 0.234
C 0.330 -1.571 1.425
N -0.387 0.414 0.467
C -0.025 1.427 1.266
C -1.069 2.293 1.398
C -1.315 3.557 2.168
N -2.102 1.706 0.644
C -1.615 0.586 0.051
C -2.474 -0.316 -0.798
C 2.065 -0.191 0.238
C 2.647 -0.686 -0.857
H 1.382 -2.928 -3.116
H 2.951 -2.990 -2.392
H 2.734 -1.678 -3.483
H -0.285 -2.099 -1.317
H 1.173 -2.238 1.546
H -0.714 -2.114 1.525
H 0.256 -0.917 2.314
H 0.848 1.524 1.878
H -0.329 3.684 2.658
H -1.454 4.277 1.350
H -2.148 3.421 2.784
H -3.021 2.009 0.823
H -1.793 -0.809 -1.473
H -2.999 -1.041 -0.195
H -3.286 0.295 -1.288
H 2.387 0.405 1.033
H 3.691 -0.442 -1.013
```

#2
C12H17N2 | ωB97M-V/def2-TZVPD

**Structure (SMILES)**: C/[NH+]=C(\N)C(=C(C)C)c1ccccc1
**LUMO level**: -2.732 eV
**Net charge**: +1
**E_HOMO**: -12.248 eV
**Gap between HOMO and LUMO**: 9.52 eV

XYZ file:
```
31
C12H17N2 | the OMol25 dataset | ωB97M-V/def2-TZVPD
C -1.092 -3.411 0.097
N -0.573 -2.026 0.251
C -1.353 -1.004 0.005
N -2.647 -1.083 -0.235
C -0.412 0.576 -0.026
C -1.019 1.757 0.059
C -2.505 2.082 0.187
C -0.165 2.971 0.162
C 0.985 0.306 -0.105
C 1.739 0.767 0.978
C 3.134 0.401 0.880
C 3.621 -0.363 -0.161
C 2.869 -0.756 -1.251
C 1.491 -0.353 -1.274
H -0.361 -4.145 0.362
H -1.564 -3.632 -0.788
H -1.849 -3.630 0.831
H 0.441 -1.817 0.405
H -3.239 -0.301 -0.513
H -3.267 -1.858 -0.007
H -2.879 1.263 0.854
H -3.117 1.911 -0.671
H -2.777 2.982 0.499
H -0.153 3.420 -0.819
H -0.469 3.877 0.825
H 0.870 2.726 0.371
H 1.423 1.367 1.789
H 3.811 0.587 1.647
H 4.696 -0.607 -0.236
H 3.434 -1.400 -1.969
H 0.928 -0.605 -2.145
```

Most stable one: #1, least stable one: #2.

#1
C11H12O2 | ωB97M-V/def2-TZVPD

**LUMO level**: 0.271 eV
**Net charge**: 0
**E_HOMO**: -9.661 eV
**Gap between HOMO and LUMO**: 9.93 eV

XYZ file:
```
25
C11H12O2 | the OMol25 dataset | ωB97M-V/def2-TZVPD
C 1.731 -0.610 2.338
C 0.761 0.600 2.217
C -0.680 0.496 1.776
C -0.827 1.161 0.443
C -2.545 0.698 -1.057
C -1.343 0.162 -1.666
C -1.038 -0.825 -2.691
C 0.263 -1.287 -2.876
C 1.252 -0.920 -2.058
C 0.958 -0.163 -0.940
C -0.267 0.486 -0.753
H 1.713 -1.075 3.626
H 1.047 -1.690 1.656
H 3.059 -0.218 1.794
H 0.936 1.257 3.034
H 1.276 1.441 1.397
H -1.231 1.179 2.309
H -1.068 -0.480 1.815
H -0.613 2.167 0.772
H -2.043 -1.124 -3.272
H 0.567 -1.673 -3.986
H 2.278 -1.406 -2.199
H 1.767 -0.201 -0.309
O -2.287 1.453 -0.014
O -3.664 0.570 -1.356
```

#2
C11H12O2 | ωB97M-V/def2-TZVPD

**Structure (SMILES)**: C=C=CCOc1ccc(CO)cc1
**LUMO level**: 0.709 eV
**Net charge**: 0
**E_HOMO**: -7.989 eV
**Gap between HOMO and LUMO**: 8.70 eV

XYZ file:
```
25
C11H12O2 | the OMol25 dataset | ωB97M-V/def2-TZVPD
C 2.201 0.308 -5.358
C 2.010 0.697 -4.074
C 2.150 0.760 -2.759
C 0.925 0.761 -1.926
O 1.245 -0.140 -0.867
C 0.335 -0.251 0.057
C 0.668 -1.263 1.061
C 0.018 -1.392 2.218
C -1.229 -0.722 2.372
C -2.189 -0.536 3.647
O -2.837 0.870 3.441
C -1.795 0.143 1.355
C -0.942 0.386 0.249
H 2.512 1.035 -6.201
H 2.127 -0.655 -5.718
H 3.183 0.799 -2.124
H 0.185 0.461 -2.699
H 0.726 1.738 -1.462
H 1.470 -1.903 0.886
H 0.446 -2.005 3.067
H -2.991 -1.299 3.635
H -1.683 -0.727 4.598
H -2.164 1.517 3.502
H -2.775 0.764 1.395
H -1.209 1.091 -0.518
```

Most stable one: #2, least stable one: #1.

#1
CH6N4O | ωB97M-V/def2-TZVPD

**Structure (SMILES)**: [H]/N=C\N.[H]/N=N\O
**LUMO level**: 1.072 eV
**Net charge**: 0
**E_HOMO**: -9.403 eV
**Gap between HOMO and LUMO**: 10.47 eV

XYZ file:
```
12
CH6N4O | the OMol25 dataset | ωB97M-V/def2-TZVPD
H -1.212 -1.732 -0.659
N -0.757 -1.480 0.254
C -0.847 -0.266 0.479
N -1.351 0.797 -0.211
H -0.440 0.022 1.424
H -0.968 1.645 0.116
H -1.372 0.714 -1.171
H 3.319 1.078 0.536
N 2.322 1.118 0.331
N 1.601 0.192 0.064
O 2.019 -1.056 -0.313
H 1.249 -1.660 -0.343
```

#2
CH6N4O | ωB97M-V/def2-TZVPD

**LUMO level**: -0.281 eV
**Net charge**: 0
**E_HOMO**: -8.645 eV
**Gap between HOMO and LUMO**: 8.36 eV

XYZ file:
```
12
CH6N4O | the OMol25 dataset | ωB97M-V/def2-TZVPD
N -0.072 -0.178 -0.877
C 0.201 -0.665 0.324
N -1.210 0.505 -1.086
N 1.281 0.741 -1.087
O -0.942 0.517 1.369
N 1.018 -1.331 0.976
H -1.320 -0.075 2.030
H -1.569 0.174 -1.983
H -1.458 0.899 0.235
H 2.088 0.173 -0.816
H 1.193 1.498 -0.405
H 0.789 -2.257 1.321
```

#3
CH6N4O | ωB97M-V/def2-TZVPD

**Structure (SMILES)**: CN(O)/N=N\N
**LUMO level**: 0.754 eV
**Net charge**: 0
**E_HOMO**: -8.317 eV
**Gap between HOMO and LUMO**: 9.07 eV

XYZ file:
```
12
CH6N4O | the OMol25 dataset | ωB97M-V/def2-TZVPD
C 1.661 0.852 -0.207
N 0.481 0.172 0.277
O 0.387 -1.196 -0.339
N -0.587 0.937 0.399
N -1.767 0.604 0.466
N -2.192 -0.657 0.261
H 2.537 0.259 0.055
H 1.708 1.816 0.292
H 1.631 1.001 -1.291
H 0.863 -1.776 0.270
H -1.552 -1.323 -0.197
H -3.169 -0.690 0.016
```

#4
CH6N4O | ωB97M-V/def2-TZVPD

**Structure (SMILES)**: NNC(=O)NN
**LUMO level**: 0.708 eV
**Net charge**: 0
**E_HOMO**: -9.705 eV
**Gap between HOMO and LUMO**: 10.41 eV

XYZ file:
```
12
CH6N4O | the OMol25 dataset | ωB97M-V/def2-TZVPD
N 0.064 -0.785 -1.376
N -0.869 0.240 -0.904
C -0.437 1.040 0.172
O -1.179 1.945 0.320
N 0.778 0.665 0.833
N 0.628 -0.748 1.303
H 1.032 -0.497 -1.178
H -0.116 -1.681 -0.933
H -1.447 0.907 -1.523
H 0.569 1.372 1.716
H 1.334 -1.213 0.734
H -0.358 -1.245 0.836
```

Most stable one: #1, least stable one: #2.